{"formula": "C2H4Cl2S", "method": "ωB97M-V/def2-TZVPD", "e_homo_ev": [-8.9, -8.3], "de_lowest_kcal_mol": 96.2, "multiplicity": 1, "max_force_ev_per_a": 2.07, "charge": 0, "elements": ["C", "C", "S", "Cl", "Cl", "H", "H", "H", "H"], "coordinates": [[0.87145, -1.65312, 0.81780], [-0.32262, 1.20668, -0.24326], [-0.92732, 1.07917, -1.91689], [1.13354, 2.14631, -0.18437], [-1.42181, 1.55289, 1.07383], [1.56234, -2.12295, 0.17835], [1.40483, -0.79918, 1.10735], [-0.17070, -1.97503, 0.78843], [-2.12972, 0.56524, -1.62124]], "forces_ev_per_angstrom": [[-0.3, -0.8, -0.7], [-0.4, 0.6, -0.3], [0.2, 0.0, 0.7], [-0.1, -0.3, 0.0], [0.3, -0.3, -0.6], [0.3, -1.3, -0.9], [-0.6, 1.5, 1.2], [0.5, 0.7, 0.4], [0.1, -0.1, 0.1]]}